This record from the Open Molecules 2025 dataset describes 14 unconnected molecules or ions with the total composition C84H212N26O14P6 at a distorted geometry. The level of theory is ωB97M-V with the def2-TZVPD basis set.

Geometry as XYZ:
```
342
Properties=species:S:1:pos:R:3:mulliken_charge:R:1
C -15.84 -13.70 -5.34 0.2470
O -15.89 -14.42 -6.35 -0.6412
N -16.53 -14.01 -4.21 0.5350
C -16.63 -13.01 -3.18 -1.0774
C -17.57 -14.97 -4.13 -1.0836
H -15.10 -12.89 -5.28 0.0558
H -16.06 -12.09 -3.35 0.2710
H -16.46 -13.33 -2.15 0.2665
H -17.65 -12.64 -3.16 0.4013
H -17.76 -15.50 -3.19 0.3939
H -18.53 -14.56 -4.46 0.3911
H -17.43 -15.81 -4.81 0.2576
C -12.65 -11.42 -4.04 0.1176
O -13.30 -12.29 -3.45 -0.5155
N -11.91 -10.46 -3.48 0.3317
C -11.22 -9.51 -4.40 -1.2048
C -11.74 -10.28 -2.01 -0.8958
H -12.73 -11.29 -5.13 0.2672
H -10.14 -9.59 -4.33 0.3124
H -11.48 -8.51 -4.06 0.4262
H -11.49 -9.64 -5.45 0.4869
H -12.61 -10.51 -1.38 0.2825
H -10.87 -10.78 -1.58 0.1531
H -11.54 -9.24 -1.79 0.5189
C -13.19 -13.35 -8.24 -0.1332
O -12.95 -12.57 -7.35 -0.4018
N -12.49 -14.50 -8.41 0.7061
C -12.72 -15.54 -9.45 -0.4556
C -11.29 -14.73 -7.60 -0.5785
H -13.97 -13.32 -9.02 0.1815
H -13.11 -16.43 -8.95 0.0729
H -11.77 -15.82 -9.91 -0.0350
H -13.42 -15.18 -10.21 0.4570
H -11.44 -15.51 -6.86 0.8115
H -10.35 -15.00 -8.08 -0.5498
H -10.99 -13.91 -6.94 0.0232
C -7.19 -22.84 -4.89 -0.0197
O -6.14 -22.19 -4.76 -0.5350
N -8.40 -22.32 -5.20 0.3019
C -9.61 -23.16 -5.18 -0.7629
C -8.53 -20.88 -5.48 -0.5091
H -7.20 -23.93 -4.70 0.2399
H -10.26 -22.69 -4.45 0.2214
H -9.30 -24.17 -4.91 0.3181
H -10.15 -23.16 -6.13 0.2624
H -8.42 -20.31 -4.56 0.1024
H -7.63 -20.55 -6.00 -0.0274
H -9.47 -20.79 -6.03 0.3511
O -4.36 -13.77 -0.68 -0.4643
P -3.11 -14.58 -0.69 -0.1264
N -1.69 -13.94 0.11 0.3970
C -0.34 -14.64 0.05 -1.1449
C -1.82 -13.02 1.25 -1.0785
N -2.44 -14.84 -2.26 0.7100
C -1.94 -13.69 -3.00 -1.3490
C -3.12 -15.79 -3.16 -0.6318
N -3.34 -16.14 0.04 0.6394
C -2.32 -17.21 0.01 -1.1539
C -4.29 -16.32 1.13 -0.5334
H -0.19 -15.26 0.93 0.2987
H 0.43 -13.87 0.01 0.3611
H -0.22 -15.30 -0.81 0.3082
H -2.87 -12.73 1.32 0.2503
H -1.25 -12.12 1.03 0.3413
H -1.43 -13.45 2.17 0.2799
H -2.73 -13.37 -3.68 0.1143
H -1.74 -12.84 -2.34 0.5405
H -1.00 -13.95 -3.49 0.4042
H -3.96 -15.42 -3.75 -0.7050
H -2.36 -16.07 -3.89 0.8232
H -3.50 -16.71 -2.72 0.2014
H -1.72 -17.11 0.91 0.3537
H -2.77 -18.20 -0.01 0.3144
H -1.55 -17.18 -0.76 0.3178
H -5.08 -15.58 1.02 0.0172
H -3.91 -16.17 2.14 0.2687
H -4.54 -17.39 1.12 -0.0485
O -2.31 -17.97 -5.54 -0.8482
P -2.79 -18.15 -6.91 0.0437
N -1.67 -18.96 -7.95 0.3878
C -1.61 -20.45 -8.00 -1.0586
C -0.36 -18.28 -8.42 -0.9366
N -3.14 -16.73 -7.68 0.8902
C -3.36 -16.57 -9.11 -1.3784
C -3.55 -15.56 -6.95 -1.4505
N -4.27 -19.04 -7.00 0.7281
C -4.84 -19.61 -8.22 -0.9355
C -5.10 -19.11 -5.84 -1.0867
H -0.68 -20.91 -7.67 0.3628
H -1.65 -20.80 -9.03 0.3627
H -2.45 -20.89 -7.45 0.3041
H 0.15 -18.85 -9.20 0.3435
H 0.33 -18.23 -7.58 0.3051
H -0.52 -17.26 -8.77 0.2520
H -2.43 -16.19 -9.55 0.3102
H -3.55 -17.52 -9.60 0.4788
H -4.22 -16.00 -9.45 0.4577
H -2.77 -15.34 -6.22 -0.0055
H -3.54 -14.65 -7.55 0.8291
H -4.52 -15.72 -6.48 0.4147
H -4.09 -19.54 -9.00 0.4262
H -5.24 -20.63 -8.25 0.3795
H -5.75 -19.04 -8.42 -0.0705
H -4.46 -18.93 -4.98 0.2181
H -5.43 -20.13 -5.67 0.4215
H -5.86 -18.33 -5.87 0.0841
O -12.11 -15.77 3.42 -0.9286
P -12.15 -14.30 3.20 0.3794
N -10.67 -13.58 2.76 0.4172
C -9.74 -14.31 1.95 0.1788
C -10.27 -12.29 3.39 -0.6897
N -12.65 -13.40 4.53 0.2034
C -14.09 -13.11 4.74 -0.9726
C -12.09 -13.85 5.86 -1.1491
N -13.05 -13.86 1.80 0.4041
C -13.14 -15.00 0.81 -1.0637
C -13.25 -12.44 1.35 -1.2212
H -10.25 -14.86 1.17 -0.2370
H -9.27 -15.04 2.61 0.2228
H -8.99 -13.68 1.48 -0.1253
H -10.20 -12.44 4.47 0.2470
H -10.98 -11.54 3.06 0.2685
H -9.27 -11.99 3.09 0.1474
H -14.29 -12.52 5.64 0.3391
H -14.54 -12.61 3.87 0.2677
H -14.63 -14.03 4.95 0.3571
H -11.02 -13.92 5.70 0.3749
H -12.22 -13.02 6.55 0.4272
H -12.49 -14.79 6.25 0.3115
H -13.45 -15.87 1.40 0.2923
H -13.95 -14.84 0.10 0.4497
H -12.21 -15.24 0.30 0.0913
H -14.21 -12.08 0.97 0.4090
H -12.40 -12.23 0.69 0.3500
H -13.12 -11.73 2.17 0.3124
O -15.39 -20.34 -3.34 -0.8664
P -14.54 -19.35 -4.06 0.3981
N -15.33 -18.65 -5.42 0.4850
C -14.87 -17.46 -6.15 -1.3220
C -16.32 -19.47 -6.15 -1.2396
N -13.10 -19.97 -4.79 0.2599
C -12.16 -19.07 -5.43 -0.0661
C -12.47 -21.22 -4.27 -0.3938
N -14.08 -17.98 -3.04 0.8371
C -15.17 -17.04 -2.68 -0.9138
C -13.02 -18.25 -2.08 -0.3471
H -14.21 -16.88 -5.50 0.0987
H -15.66 -16.81 -6.53 0.3427
H -14.40 -17.85 -7.06 0.5142
H -15.73 -20.10 -6.83 0.3451
H -17.07 -18.91 -6.71 0.3007
H -16.83 -19.96 -5.32 0.3640
H -11.76 -18.37 -4.70 0.2120
H -11.28 -19.52 -5.88 -0.0694
H -12.61 -18.45 -6.19 -0.1680
H -12.30 -21.90 -5.10 0.2879
H -11.56 -21.13 -3.68 -0.2411
H -13.24 -21.74 -3.70 0.4644
H -16.04 -17.57 -2.30 0.4350
H -14.93 -16.31 -1.90 -0.0904
H -15.43 -16.47 -3.57 0.2860
H -13.41 -19.00 -1.39 0.5127
H -12.95 -17.37 -1.43 -0.2451
H -12.19 -18.55 -2.70 -0.0857
O -7.99 -22.35 1.34 -0.9090
P -8.25 -21.04 0.70 0.4235
N -8.31 -19.75 1.83 0.4534
C -8.49 -18.34 1.48 -0.9432
C -8.21 -20.12 3.29 -1.1648
N -9.73 -20.88 -0.06 0.5265
C -10.93 -21.49 0.51 -1.1142
C -10.03 -19.72 -0.95 0.4650
N -7.05 -20.61 -0.42 0.3542
C -5.82 -20.08 0.07 -1.3669
C -7.11 -20.92 -1.84 -0.8638
H -9.39 -17.94 1.95 0.6084
H -8.42 -18.16 0.40 -0.2362
H -7.61 -17.84 1.90 0.5889
H -7.31 -20.65 3.59 0.2904
H -9.11 -20.60 3.67 0.2643
H -8.26 -19.16 3.81 0.4325
H -10.91 -21.60 1.59 0.3038
H -11.80 -20.84 0.35 0.2994
H -11.04 -22.50 0.12 0.3422
H -10.72 -19.03 -0.47 0.2743
H -9.09 -19.26 -1.24 -0.5075
H -10.51 -20.15 -1.83 -0.4605
H -5.36 -19.43 -0.67 0.3199
H -5.88 -19.49 0.99 0.3929
H -5.18 -20.95 0.20 0.3438
H -6.17 -21.42 -2.07 0.6088
H -7.17 -19.96 -2.34 0.0377
H -7.98 -21.53 -2.08 0.2265
O -9.22 -17.18 -4.01 -0.4956
P -8.77 -15.79 -3.66 -1.2133
N -10.02 -14.76 -3.15 0.6208
C -11.32 -15.38 -2.94 -0.5068
C -10.00 -13.28 -3.07 0.8466
N -7.98 -15.03 -5.02 1.4937
C -6.78 -14.17 -4.83 0.3768
C -8.07 -15.67 -6.36 -0.1596
N -7.75 -15.86 -2.29 0.4706
C -6.75 -16.99 -2.30 0.6677
C -7.98 -15.14 -0.99 -0.6409
H -12.07 -14.66 -2.62 0.3881
H -11.11 -16.20 -2.25 0.2176
H -11.63 -15.75 -3.92 -0.2672
H -10.75 -12.95 -2.35 -0.2205
H -10.12 -12.80 -4.04 -0.2993
H -8.97 -13.08 -2.78 -0.3538
H -6.99 -13.30 -4.21 -0.1883
H -5.94 -14.76 -4.46 -0.3243
H -6.46 -13.77 -5.78 -0.4167
H -7.79 -14.91 -7.09 -0.3079
H -7.31 -16.42 -6.60 -0.0523
H -9.00 -16.21 -6.49 0.3936
H -6.72 -17.50 -1.34 0.2217
H -7.05 -17.75 -3.02 -0.3798
H -5.78 -16.60 -2.60 -0.6908
H -7.55 -15.67 -0.15 0.1136
H -9.05 -15.17 -0.80 0.1872
H -7.57 -14.13 -1.08 0.0585
C -7.20 -11.23 0.56 -2.7936
C -6.84 -10.04 -0.32 2.2519
C -6.30 -8.89 0.54 -1.1585
C -5.82 -7.80 -0.33 -0.8767
C -4.75 -8.33 -1.27 -1.1327
C -5.11 -9.54 -2.15 1.6377
N -5.83 -10.47 -1.28 -0.0415
O -6.04 -11.71 -1.95 1.1956
C -5.90 -8.96 -3.35 -1.7539
C -3.82 -10.28 -2.68 -1.9684
C -8.16 -9.66 -1.05 -1.4721
H -7.85 -11.00 1.41 0.6531
H -6.37 -11.72 1.07 0.4075
H -7.76 -12.05 0.11 -0.0447
H -7.18 -8.65 1.13 0.3607
H -5.54 -9.19 1.26 0.3610
H -5.47 -6.99 0.31 0.4271
H -6.74 -7.41 -0.77 0.3907
H -3.88 -8.50 -0.63 0.4130
H -4.57 -7.52 -1.98 0.4587
H -5.14 -8.46 -3.96 0.5927
H -6.29 -9.84 -3.87 0.0391
H -6.69 -8.22 -3.19 0.3314
H -3.09 -9.56 -3.04 0.7147
H -3.34 -10.76 -1.83 0.2535
H -4.08 -11.13 -3.30 0.1424
H -8.14 -8.68 -1.52 0.3301
H -8.98 -9.63 -0.33 0.6308
H -8.39 -10.33 -1.87 -0.1886
H -5.48 -12.29 -1.43 -0.0071
C 1.37 -8.59 -5.74 -1.9516
C 0.95 -9.75 -6.66 1.4886
C 1.70 -10.97 -6.05 -1.3133
C 1.26 -12.34 -6.52 -1.0215
C -0.22 -12.51 -6.38 -0.4803
C -1.11 -11.33 -6.91 2.4350
N -0.48 -9.99 -6.54 0.3256
O -1.12 -8.87 -6.89 -0.4550
C -1.39 -11.40 -8.38 -1.9488
C -2.44 -11.36 -6.20 -2.1141
C 1.45 -9.46 -8.08 -1.7970
H 2.40 -8.33 -5.98 0.4221
H 1.13 -8.81 -4.70 0.3773
H 0.77 -7.74 -6.05 0.4572
H 2.78 -10.92 -6.11 0.4467
H 1.47 -10.98 -4.99 0.3974
H 1.76 -13.14 -5.96 0.4475
H 1.53 -12.38 -7.57 0.3286
H -0.45 -12.69 -5.33 -0.1847
H -0.59 -13.38 -6.92 0.2561
H -2.41 -11.08 -8.59 0.5023
H -0.80 -10.73 -9.01 0.4246
H -1.21 -12.39 -8.79 0.3083
H -2.50 -11.12 -5.14 0.3596
H -2.94 -10.46 -6.58 0.7208
H -2.97 -12.29 -6.40 -0.0007
H 2.54 -9.35 -8.12 0.4394
H 0.99 -8.53 -8.40 0.4301
H 1.32 -10.32 -8.74 0.3186
H -1.22 -9.00 -7.84 0.4064
C -9.10 -15.37 -13.97 -2.1351
C -8.28 -15.84 -12.80 1.6121
C -9.34 -15.90 -11.61 -1.9588
C -8.72 -16.53 -10.24 1.4501
C -8.16 -17.94 -10.64 -2.2682
C -7.23 -17.99 -11.89 2.3323
N -7.77 -17.18 -13.04 0.3582
O -6.90 -17.26 -14.14 -0.4824
C -5.91 -17.53 -11.25 -1.9270
C -7.14 -19.39 -12.38 -2.2141
C -7.26 -14.77 -12.57 -1.0568
H -9.78 -16.06 -14.47 0.3786
H -8.30 -15.20 -14.70 0.5197
H -9.68 -14.48 -13.74 0.3552
H -9.71 -14.89 -11.48 0.4607
H -10.18 -16.55 -11.86 0.5951
H -9.38 -16.69 -9.39 0.3682
H -7.86 -15.92 -9.96 -0.8500
H -8.96 -18.67 -10.76 0.5048
H -7.59 -18.31 -9.78 0.1768
H -6.02 -16.83 -10.42 0.0043
H -5.32 -18.31 -10.77 0.6050
H -5.22 -17.06 -11.96 0.3903
H -8.08 -19.72 -12.83 0.5076
H -6.44 -19.49 -13.22 0.5078
H -6.96 -20.16 -11.63 0.3606
H -6.64 -14.65 -13.46 0.5614
H -6.70 -15.02 -11.66 0.1464
H -7.87 -13.91 -12.29 0.3379
H -7.23 -18.00 -14.65 0.3614
C -10.20 -9.16 -9.35 -2.1640
C -9.27 -10.34 -8.72 1.5892
C -9.82 -11.65 -9.33 -1.7629
C -8.93 -12.89 -9.04 3.2265
C -7.48 -12.62 -9.54 -1.3784
C -6.86 -11.24 -8.95 2.0190
N -7.86 -10.14 -9.14 0.5640
O -7.33 -8.83 -8.91 -0.4579
C -6.40 -11.41 -7.52 -0.7075
C -5.63 -10.90 -9.78 -2.2769
C -9.44 -10.44 -7.25 -0.8249
H -9.98 -9.07 -10.41 0.5192
H -9.98 -8.19 -8.91 0.5294
H -11.27 -9.37 -9.27 0.3010
H -10.78 -11.92 -8.89 0.2352
H -9.94 -11.49 -10.40 0.3613
H -9.26 -13.78 -9.60 -0.8516
H -8.92 -13.28 -8.02 -1.2549
H -7.51 -12.66 -10.63 0.0440
H -6.80 -13.39 -9.20 0.4009
H -6.10 -10.54 -6.93 0.6106
H -7.12 -12.01 -6.96 -0.3835
H -5.48 -11.99 -7.46 0.0027
H -5.89 -10.50 -10.76 0.5255
H -4.99 -10.12 -9.36 0.3198
H -5.10 -11.80 -10.06 0.3841
H -10.49 -10.57 -7.02 -0.2677
H -8.91 -9.67 -6.68 0.7370
H -9.04 -11.40 -6.95 -0.5374
H -7.72 -8.37 -9.65 0.3554
```

- charge = 0
- DFT total energy (eV) = -213684.8782
- strongest force on any atom (eV/Å) = 4.33
- E_LUMO (eV) = 0.39

This record from the Open Molecules 2025 dataset describes a molecular structure, C26H36BF2NO4P2Rh. The level of theory is ωB97M-V with the def2-TZVPD basis set.

Geometry as XYZ:
```
73
Properties=species:S:1:pos:R:3:mulliken_charge:R:1
Rh -0.21 -0.56 0.24 -1.3504
C 3.63 -2.36 2.33 -1.4679
C 3.28 -1.14 1.49 0.4236
C 2.86 0.03 2.39 -1.2505
P 1.98 -1.36 0.18 2.4300
C 2.55 -2.42 -1.25 0.4200
C 2.36 -3.93 -1.08 -1.4817
C 1.88 -1.98 -2.55 -1.1920
C 2.65 0.26 -0.75 -0.5921
C 3.92 0.35 -1.31 -0.2203
C 4.34 1.42 -2.08 -1.0873
C 3.44 2.45 -2.33 -0.8501
C 2.18 2.42 -1.76 -0.6604
C 1.79 1.36 -0.93 0.2801
N 0.53 1.30 -0.30 0.8216
C -0.24 2.43 -0.07 -0.1310
C 0.31 3.71 0.14 -0.7493
C -0.49 4.80 0.37 -0.8600
C -1.88 4.68 0.40 -1.0223
C -2.43 3.42 0.26 -0.5072
C -1.64 2.30 0.07 -0.2502
P -2.23 0.57 0.03 1.5817
C -3.54 0.37 1.32 0.8627
C -3.04 0.95 2.65 -1.6404
C -4.94 0.88 0.99 -1.4690
C -3.10 0.47 -1.59 0.4777
C -3.70 -0.92 -1.80 -1.4831
C -2.12 0.80 -2.72 -1.5394
H 4.48 -2.12 2.98 0.4424
H 3.90 -3.22 1.72 0.3325
H 2.79 -2.65 2.96 0.2311
H 4.18 -0.84 0.93 0.3736
H 1.93 -0.22 2.91 0.1660
H 2.69 0.94 1.82 0.0905
H 3.63 0.22 3.14 0.5216
H 3.63 -2.24 -1.33 0.3672
H 1.30 -4.20 -1.11 0.2038
H 2.76 -4.30 -0.13 0.2580
H 2.87 -4.44 -1.90 0.4815
H 0.79 -1.92 -2.42 0.0208
H 2.07 -2.71 -3.34 0.4983
H 2.23 -1.01 -2.90 0.1731
H 4.62 -0.47 -1.16 0.3080
H 5.33 1.44 -2.50 0.3866
H 3.72 3.28 -2.96 0.3737
H 1.48 3.22 -1.96 0.5938
H 1.39 3.82 0.13 0.6409
H -0.03 5.77 0.53 0.3837
H -2.51 5.55 0.56 0.4236
H -3.51 3.31 0.31 0.2113
H -3.59 -0.72 1.43 0.2933
H -3.09 2.04 2.63 0.3363
H -2.01 0.67 2.85 0.2545
H -3.66 0.59 3.47 0.4789
H -4.94 1.96 0.83 0.1907
H -5.60 0.67 1.83 0.4863
H -5.36 0.41 0.10 0.3516
H -3.89 1.22 -1.58 0.6884
H -2.91 -1.67 -1.90 0.1598
H -4.30 -0.94 -2.71 0.5150
H -4.34 -1.23 -0.97 0.3247
H -1.28 0.10 -2.72 0.1112
H -1.71 1.81 -2.62 0.2758
H -2.62 0.72 -3.69 0.5603
O -0.78 -2.05 4.06 -0.7000
C -0.88 -1.96 2.86 0.7652
O -0.40 -1.00 2.15 -0.6676
C -1.76 -3.04 2.15 0.3325
O -2.53 -3.72 2.76 -0.5946
O -1.62 -3.21 0.82 -1.0191
F -1.00 -2.93 -1.32 -0.1772
B -0.98 -2.38 -0.09 1.6249
F 1.39 -2.84 1.07 -0.5655
```

- charge = -1
- DFT total energy (eV) = -64930.8046
- strongest force on any atom (eV/Å) = 0.75
- E_LUMO (alpha / beta) (eV) = 2.48 / 2.48

This record from the Open Molecules 2025 dataset describes C4H8O2 in the gas phase at a distorted geometry. The level of theory is ωB97M-V with the def2-TZVPD basis set.

Geometry as XYZ:
```
14
Properties=species:S:1:pos:R:3:mulliken_charge:R:1
C -0.74 -0.89 0.74 -1.0387
C 0.00 0.73 0.09 0.0471
C -1.10 1.07 -0.87 -0.1264
O -2.15 1.57 -0.53 -0.4777
C 1.29 0.17 -0.44 -0.5006
O 1.44 -1.11 0.17 -0.5713
H -1.44 -0.37 1.34 0.3906
H -0.34 -1.77 1.34 0.3524
H -1.15 -1.36 -0.15 0.3067
H 0.09 1.53 0.85 0.3650
H -0.96 0.68 -1.90 0.3185
H 1.22 -0.03 -1.52 0.2920
H 2.20 0.73 -0.24 0.2901
H 1.63 -0.95 1.10 0.3522
```

- SMILES = C[C@H](C=O)CO
- charge = 0
- DFT total energy (eV) = -8369.7607
- strongest force on any atom (eV/Å) = 2.30
- E_LUMO (eV) = 0.57

- What is the formula in the second record?
  C26H36BF2NO4P2Rh